Density functional theory data (ωB97M-V/def2-TZVPD) for C19H31IrN3O4Si3 as an isolated structure in a non-equilibrium geometry.

```
61
Properties=species:S:1:pos:R:3:lowdin_charge:R:1
Ir 0.82 -0.27 -0.23 1.30
O 5.67 -0.36 3.14 0.16
C 5.99 -0.34 1.85 -0.49
O 7.09 -0.13 1.44 0.14
C 4.89 -0.63 0.87 -0.02
C 5.13 -0.91 -0.47 0.04
N 3.94 -1.07 -1.07 0.06
N 2.93 -0.92 -0.19 -0.06
C 3.50 -0.65 0.97 -0.16
C 2.54 -0.35 2.06 -0.49
O 2.86 -0.41 3.22 0.14
O 1.34 0.00 1.64 -0.18
H 4.71 -0.47 3.29 0.09
H 6.07 -0.97 -1.00 0.16
H 3.76 -1.33 -2.02 0.18
C -1.45 -3.54 -0.61 -0.17
Si -1.72 -1.86 -1.38 0.40
C -3.49 -1.72 -1.92 -0.15
C -0.47 -1.73 -2.82 -0.17
C -1.24 -0.41 -0.28 -0.61
Si -1.70 -0.62 1.57 0.42
C -3.51 -1.05 1.68 -0.16
C -1.41 0.99 2.48 -0.16
C -0.66 -2.05 2.23 -0.17
Si -1.73 1.25 -0.96 0.44
C -1.73 1.35 -2.83 -0.16
C -3.35 1.96 -0.37 -0.15
C -0.28 2.36 -0.53 -0.26
C -0.31 3.73 -0.33 -0.02
C 0.88 4.43 -0.19 -0.01
C 2.09 3.75 -0.27 -0.02
C 2.07 2.38 -0.45 -0.09
N 0.91 1.71 -0.58 -0.10
H -1.57 -4.30 -1.38 0.05
H -2.16 -3.75 0.18 0.04
H -0.44 -3.66 -0.19 0.03
H -3.74 -2.55 -2.59 0.05
H -3.71 -0.79 -2.44 0.02
H -4.16 -1.78 -1.06 0.03
H -0.08 -2.71 -3.09 0.04
H 0.39 -1.10 -2.55 -0.01
H -0.91 -1.29 -3.72 0.04
H -4.14 -0.34 1.14 0.03
H -3.83 -1.03 2.73 0.05
H -3.72 -2.05 1.30 0.03
H -2.27 1.65 2.42 0.03
H -0.53 1.53 2.12 0.02
H -1.23 0.78 3.54 0.05
H -1.26 -2.95 2.33 0.04
H -0.24 -1.80 3.20 0.05
H 0.18 -2.29 1.57 0.01
H -2.47 0.69 -3.28 0.03
H -0.76 1.10 -3.25 0.03
H -1.97 2.37 -3.13 0.05
H -4.16 1.26 -0.60 0.04
H -3.57 2.89 -0.90 0.04
H -3.38 2.17 0.70 0.03
H -1.26 4.24 -0.28 0.12
H 0.87 5.50 -0.02 0.13
H 3.03 4.26 -0.19 0.12
H 2.98 1.80 -0.49 0.12
```

**HOMO-LUMO gap**: 7.45 eV
**HOMO**: -0.4422 Ha
**Molecular weight**: 641.9 g/mol
**Largest force on an atom**: 1.45 eV/Å
**Charge**: +1